*a*
The following is a DFT calculation (the ωB97M-V functional and the def2-TZVPD basis) of a cluster of 2 separate species, C7H16NO2 in total.

Values from the calculation:
Gap between HOMO and LUMO   9.613 eV
Net charge   +1

Atoms and positions in Å:
C1 2.027 -1.090 0.331
C2 -0.474 -1.963 -0.952
C3 -1.639 -1.016 1.113
C4 2.050 2.141 0.293
C5 -2.306 1.073 -0.680
C6 0.979 -0.060 0.601
C7 -0.812 -0.741 -0.187
N1 1.401 0.976 -0.394
O1 2.690 -1.109 -0.716
O2 -1.142 0.314 -1.015
H1 2.156 -1.792 1.162
H2 0.287 -2.045 -1.706
H3 -0.415 -2.748 -0.227
H4 -1.454 -1.911 -1.411
H5 -1.080 -1.647 1.860
H6 -2.663 -1.476 1.112
H7 -1.710 -0.024 1.493
H8 1.716 2.141 1.321
H9 3.112 2.020 0.349
H10 1.875 3.073 -0.170
H11 -2.601 1.700 -1.486
H12 -2.115 1.893 0.015
H13 -3.280 0.475 -0.378
H14 0.672 0.165 1.530
H15 0.619 1.347 -0.867
H16 2.105 0.304 -0.991

How positive or negative is each atom? The Löwdin charges in e answer that:
1. C -0.180
2. C -0.001
3. C -0.019
4. C 0.021
5. C -0.058
6. C -0.070
7. C -0.376
8. N 0.004
9. O 0.054
10. O -0.128
11. H 0.147
12. H 0.100
13. H 0.098
14. H 0.116
15. H 0.116
16. H 0.119
17. H 0.061
18. H 0.097
19. H 0.100
20. H 0.089
21. H 0.080
22. H 0.096
23. H 0.152
24. H 0.087
25. H 0.122
26. H 0.177

*b*
The following is a DFT calculation (the ωB97M-V functional and the def2-TZVPD basis) of the ion C7H16NO2 with charge +1.

Values from the calculation:
Gap between HOMO and LUMO   11.084 eV
Structure (SMILES)   CCOC[NH+]1CCOCC1
Net charge   +1

Atoms and positions in Å:
C1 -1.817 1.819 2.415
C2 -1.938 0.693 1.353
O1 -0.642 0.244 0.905
C3 -0.087 1.161 0.032
N1 0.709 0.401 -0.993
C4 1.961 -0.180 -0.401
C5 2.122 -1.724 -0.511
O2 1.404 -2.338 -1.559
C6 0.030 -2.034 -1.309
C7 -0.172 -0.566 -1.720
H1 -2.593 1.679 3.172
H2 -0.831 1.818 2.895
H3 -1.935 2.792 1.923
H4 -2.409 -0.193 1.789
H5 -2.546 1.027 0.499
H6 -0.827 1.795 -0.480
H7 0.610 1.835 0.550
H8 0.983 1.108 -1.671
H9 2.847 0.333 -0.791
H10 1.948 0.058 0.670
H11 3.184 -1.918 -0.708
H12 1.915 -2.226 0.447
H13 -0.648 -2.714 -1.825
H14 -0.132 -2.101 -0.220
H15 0.094 -0.495 -2.786
H16 -1.228 -0.273 -1.676

How positive or negative is each atom? The Löwdin charges in e answer that:
1. C -0.050
2. C -0.211
3. O -0.120
4. C -0.184
5. N -0.039
6. C -0.040
7. C -0.170
8. O -0.100
9. C -0.144
10. C -0.061
11. H 0.084
12. H 0.086
13. H 0.079
14. H 0.127
15. H 0.122
16. H 0.155
17. H 0.155
18. H 0.188
19. H 0.143
20. H 0.136
21. H 0.140
22. H 0.137
23. H 0.145
24. H 0.129
25. H 0.149
26. H 0.143

According to the calculations, the structures order from most to least stable as *b*, *a*.

*a*
The following is a DFT calculation (the ωB97M-V functional and the def2-TZVPD basis) of a cluster of 2 separate species, C6H16NO in total.

Values from the calculation:
Gap between HOMO and LUMO   9.672 eV
Net charge   +1

Atoms and positions in Å:
C1 1.540 0.717 -1.147
C2 0.380 1.706 -1.055
C3 -0.650 1.424 0.040
C4 -2.100 -2.196 -0.306
C5 -1.230 -0.994 -0.584
C6 -1.384 0.121 0.115
N1 2.128 0.347 0.187
H1 1.223 -0.188 -1.651
H2 2.356 1.085 -1.771
H3 0.759 2.727 -0.958
H4 -0.048 1.676 -2.055
H5 -0.214 1.736 1.002
H6 -1.378 2.241 -0.070
H7 -2.929 -1.884 0.327
H8 -2.545 -2.622 -1.208
H9 -1.557 -3.003 0.185
H10 -0.575 -1.072 -1.430
H11 -2.138 0.197 0.893
H12 2.902 0.972 0.419
H13 2.487 -0.595 0.197
H14 1.416 0.367 0.933
H15 1.132 -1.328 2.980
H16 -0.258 -0.817 2.453
O1 0.684 -0.617 2.504

How positive or negative is each atom? The Löwdin charges in e answer that:
1. C -0.147
2. C -0.170
3. C -0.208
4. C -0.086
5. C -0.147
6. C -0.137
7. N 0.205
8. H 0.105
9. H 0.133
10. H 0.122
11. H 0.129
12. H 0.114
13. H 0.128
14. H 0.076
15. H 0.081
16. H 0.076
17. H 0.089
18. H 0.117
19. H 0.177
20. H 0.162
21. H 0.100
22. H 0.071
23. H 0.054
24. O -0.044

*b*
The following is a DFT calculation (the ωB97M-V functional and the def2-TZVPD basis) of a cluster of 2 separate species, C6H16NO in total.

Values from the calculation:
Gap between HOMO and LUMO   9.878 eV
Net charge   +1

Atoms and positions in Å:
C1 0.029 -0.444 1.644
C2 1.028 -0.473 0.480
C3 0.289 -0.357 -0.849
C4 0.436 0.764 -1.553
C5 -0.603 -1.502 -1.295
C6 0.009 -2.906 -1.308
N1 -0.800 0.809 1.631
H1 0.507 -0.576 2.606
H2 -0.616 -1.305 1.490
H3 1.405 -1.492 0.511
H4 1.840 0.247 0.533
H5 -0.030 0.990 -2.507
H6 1.062 1.546 -1.137
H7 -1.422 -1.452 -0.577
H8 -0.972 -1.268 -2.290
H9 0.625 -3.100 -0.426
H10 -0.821 -3.593 -1.118
H11 0.672 -3.088 -2.144
H12 -1.707 0.690 1.200
H13 -0.343 1.619 1.115
H14 -0.857 1.146 2.588
H15 -0.325 3.697 -0.186
H16 0.225 3.901 1.284
O1 -0.110 3.263 0.649

How positive or negative is each atom? The Löwdin charges in e answer that:
1. C -0.129
2. C -0.135
3. C -0.330
4. C 0.056
5. C -0.206
6. C -0.075
7. N 0.187
8. H 0.131
9. H 0.124
10. H 0.107
11. H 0.125
12. H 0.077
13. H 0.058
14. H 0.101
15. H 0.115
16. H 0.061
17. H 0.085
18. H 0.086
19. H 0.166
20. H 0.106
21. H 0.164
22. H 0.084
23. H 0.078
24. O -0.034

According to the calculations, the structures order from most to least stable as *a*, *b*.

*a*
The following is a DFT calculation (the ωB97M-V functional and the def2-TZVPD basis) of an isolated molecule of C3H3N3.

Values from the calculation:
Gap between HOMO and LUMO   9.579 eV
Structure (SMILES)   N#CC(N)=C=N
Net charge   0

Atoms and positions in Å:
N1 2.635 -0.680 -0.680
C1 1.508 -0.526 -0.461
C2 0.126 -0.237 -0.198
N2 -0.763 -0.136 -1.281
C3 -0.218 0.002 1.057
N3 -0.569 0.214 2.209
H1 -0.669 0.669 -1.875
H2 -1.687 -0.512 -1.174
H3 -0.389 1.197 2.422

How positive or negative is each atom? The Löwdin charges in e answer that:
1. N 0.144
2. C -0.187
3. C -0.359
4. N 0.067
5. C -0.096
6. N 0.170
7. H 0.087
8. H 0.085
9. H 0.089

*b*
The following is a DFT calculation (the ωB97M-V functional and the def2-TZVPD basis) of a cluster of 2 separate species, C3H3N3 in total.

Values from the calculation:
Gap between HOMO and LUMO (alpha / beta)   8.235 / 7.971 eV
Net charge   0

Atoms and positions in Å:
C1 -0.833 -0.133 0.481
C2 -0.601 0.743 -1.023
N1 0.377 0.766 -1.728
N2 2.087 -0.151 -0.706
N3 1.913 -0.455 0.361
C3 0.081 -0.579 1.217
H1 -1.904 -0.155 0.615
H2 -1.554 1.245 -1.157
H3 0.485 -1.057 2.084

How positive or negative is each atom? The Löwdin charges in e answer that:
1. C -0.120
2. C -0.265
3. N 0.063
4. N 0.062
5. N 0.007
6. C 0.017
7. H 0.087
8. H 0.088
9. H 0.061

According to the calculations, the structures order from most to least stable as *a*, *b*.

*a*
The following is a DFT calculation (the ωB97M-V functional and the def2-TZVPD basis) of an isolated molecule of C3H3N3.

Values from the calculation:
Gap between HOMO and LUMO   9.564 eV
Structure (SMILES)   C=N/N=C\C#N
Net charge   0

Atoms and positions in Å:
C1 1.861 -0.624 -0.081
N1 0.624 -0.447 0.381
N2 0.190 0.864 0.254
C2 -1.077 0.951 -0.030
C3 -1.999 -0.170 0.063
N3 -2.759 -0.994 0.073
H1 2.196 -1.687 -0.163
H2 2.527 0.198 -0.302
H3 -1.565 1.910 -0.195

How positive or negative is each atom? The Löwdin charges in e answer that:
1. C 0.021
2. N -0.065
3. N -0.011
4. C -0.128
5. C -0.228
6. N 0.163
7. H 0.080
8. H 0.062
9. H 0.107

*b*
The following is a DFT calculation (the ωB97M-V functional and the def2-TZVPD basis) of a structure of composition C3H3N3.

Values from the calculation:
Gap between HOMO and LUMO   9.105 eV
Net charge   0

Atoms and positions in Å:
C1 -0.322 0.599 -0.166
C2 -0.924 -0.741 0.104
C3 1.176 -0.646 0.295
H1 -1.797 1.596 -0.771
H2 -1.935 -1.314 -0.193
H3 2.245 -0.976 0.484
N1 -0.765 1.774 -0.467
N2 0.104 -1.610 0.192
N3 0.933 0.610 0.145

How positive or negative is each atom? The Löwdin charges in e answer that:
1. C -0.552
2. C -0.042
3. C -0.170
4. H 0.094
5. H 0.153
6. H 0.131
7. N 0.202
8. N 0.087
9. N 0.097

According to the calculations, the structures order from most to least stable as *a*, *b*.